{"formula": "C64H176N24O28", "method": "ωB97M-V/def2-TZVPD", "elements": ["C", "O", "N", "N", "H", "H", "H", "H", "C", "O", "N", "N", "H", "H", "H", "H", "C", "O", "N", "N", "H", "H", "H", "H", "C", "O", "N", "N", "H", "H", "H", "H", "C", "O", "N", "N", "H", "H", "H", "H", "C", "O", "N", "N", "H", "H", "H", "H", "C", "O", "N", "N", "H", "H", "H", "H", "C", "O", "N", "N", "H", "H", "H", "H", "C", "C", "O", "H", "H", "H", "H", "H", "H", "C", "C", "O", "H", "H", "H", "H", "H", "H", "C", "C", "O", "H", "H", "H", "H", "H", "H", "C", "C", "O", "H", "H", "H", "H", "H", "H", "C", "O", "C", "C", "N", "C", "C", "O", "C", "H", "H", "H", "H", "H", "H", "H", "H", "H", "H", "H", "H", "H", "H", "H", "C", "O", "C", "C", "N", "C", "C", "O", "C", "H", "H", "H", "H", "H", "H", "H", "H", "H", "H", "H", "H", "H", "H", "H", "C", "O", "C", "C", "N", "C", "C", "O", "C", "H", "H", "H", "H", "H", "H", "H", "H", "H", "H", "H", "H", "H", "H", "H", "C", "O", "C", "C", "N", "C", "C", "O", "C", "H", "H", "H", "H", "H", "H", "H", "H", "H", "H", "H", "H", "H", "H", "H", "C", "O", "C", "C", "N", "C", "C", "O", "C", "H", "H", "H", "H", "H", "H", "H", "H", "H", "H", "H", "H", "H", "H", "H", "C", "O", "C", "C", "N", "C", "C", "O", "C", "H", "H", "H", "H", "H", "H", "H", "H", "H", "H", "H", "H", "H", "H", "H", "C", "O", "C", "C", "N", "C", "C", "O", "C", "H", "H", "H", "H", "H", "H", "H", "H", "H", "H", "H", "H", "H", "H", "H", "C", "O", "C", "C", "N", "C", "C", "O", "C", "H", "H", "H", "H", "H", "H", "H", "H", "H", "H", "H", "H", "H", "H", "H"], "xyz": [[-12.998, -2.506, 17.692], [-13.543, -2.801, 18.772], [-13.687, -2.130, 16.598], [-11.659, -2.481, 17.504], [-13.232, -1.947, 15.720], [-14.683, -2.300, 16.772], [-11.037, -2.281, 18.298], [-11.409, -2.489, 16.533], [-8.448, 2.334, 17.350], [-7.419, 2.039, 17.969], [-9.256, 1.392, 16.778], [-9.005, 3.566, 17.283], [-10.069, 1.761, 16.310], [-9.086, 0.398, 16.844], [-9.892, 3.578, 16.777], [-8.597, 4.319, 17.818], [-14.896, 1.595, 23.036], [-14.786, 0.401, 22.755], [-16.034, 2.308, 22.807], [-13.846, 2.339, 23.475], [-16.119, 3.176, 23.297], [-16.616, 1.881, 22.100], [-12.890, 1.991, 23.420], [-14.017, 3.318, 23.320], [-7.575, 6.866, 19.247], [-7.973, 5.795, 18.823], [-6.334, 7.392, 19.031], [-8.356, 7.752, 19.938], [-5.703, 6.873, 18.446], [-6.028, 8.187, 19.556], [-9.212, 7.399, 20.354], [-7.994, 8.665, 20.129], [-12.092, 1.751, 10.376], [-12.932, 2.557, 9.989], [-11.812, 0.600, 9.721], [-11.310, 1.971, 11.470], [-11.004, 0.062, 9.968], [-12.273, 0.506, 8.832], [-10.492, 1.388, 11.500], [-11.235, 2.920, 11.804], [-15.156, -3.196, 21.971], [-15.487, -3.206, 23.157], [-14.550, -2.126, 21.395], [-15.153, -4.253, 21.102], [-14.255, -2.204, 20.435], [-14.605, -1.242, 21.874], [-15.315, -5.200, 21.394], [-14.708, -4.116, 20.210], [-11.398, -0.324, 23.884], [-11.206, 0.819, 23.459], [-12.593, -0.963, 23.854], [-10.401, -1.186, 24.226], [-13.435, -0.543, 23.468], [-12.477, -1.944, 24.014], [-9.456, -0.855, 24.174], [-10.539, -2.115, 24.575], [-7.196, 5.728, 14.451], [-8.261, 5.726, 13.830], [-7.142, 5.578, 15.798], [-6.032, 6.151, 13.950], [-6.257, 5.525, 16.266], [-7.984, 5.472, 16.330], [-5.880, 6.357, 12.976], [-5.174, 6.274, 14.456], [-15.592, 6.655, 16.399], [-14.425, 7.179, 15.593], [-14.813, 7.248, 14.220], [-15.274, 6.030, 17.235], [-16.313, 6.074, 15.824], [-16.250, 7.380, 16.887], [-13.611, 6.455, 15.672], [-14.095, 8.177, 15.891], [-14.172, 7.774, 13.723], [-16.352, 0.255, 18.834], [-17.389, -0.156, 19.889], [-17.919, 1.020, 20.507], [-15.638, 0.946, 19.283], [-16.769, 0.577, 17.882], [-15.735, -0.605, 18.561], [-16.806, -0.685, 20.649], [-18.137, -0.848, 19.496], [-18.322, 0.745, 21.338], [-10.901, 5.209, 9.948], [-9.855, 5.447, 11.015], [-10.186, 4.742, 12.206], [-10.678, 5.787, 9.046], [-11.846, 5.640, 10.284], [-11.029, 4.189, 9.597], [-9.731, 6.494, 11.299], [-8.929, 5.017, 10.616], [-9.572, 5.022, 12.904], [-7.562, 3.247, 22.562], [-8.043, 2.633, 21.289], [-6.947, 2.056, 20.582], [-7.486, 2.460, 23.308], [-8.085, 4.110, 22.969], [-6.551, 3.641, 22.417], [-8.453, 3.442, 20.673], [-8.769, 1.833, 21.448], [-7.146, 2.166, 19.632], [-14.194, 8.379, 20.649], [-13.670, 7.080, 20.843], [-12.875, 6.645, 19.711], [-11.718, 5.814, 20.308], [-10.986, 6.519, 21.371], [-10.010, 5.650, 21.991], [-9.630, 6.199, 23.353], [-10.812, 6.397, 24.113], [-10.460, 6.850, 25.395], [-15.147, 8.453, 21.177], [-14.530, 8.580, 19.625], [-13.506, 9.174, 20.946], [-12.479, 7.475, 19.129], [-13.520, 5.963, 19.154], [-11.122, 5.575, 19.421], [-12.046, 4.856, 20.727], [-11.745, 6.903, 21.921], [-9.143, 5.580, 21.325], [-10.360, 4.610, 21.931], [-9.006, 7.094, 23.254], [-8.941, 5.481, 23.812], [-11.337, 7.080, 26.002], [-9.985, 7.836, 25.313], [-9.832, 6.146, 25.945], [-11.825, -0.446, 13.501], [-13.047, -0.897, 14.025], [-14.114, -0.813, 13.066], [-15.439, -1.270, 13.684], [-16.009, -0.498, 14.769], [-17.271, -1.019, 15.260], [-17.233, -2.397, 15.862], [-16.403, -2.393, 17.029], [-16.520, -3.594, 17.789], [-11.055, -0.738, 14.222], [-11.684, 0.639, 13.536], [-11.547, -0.718, 12.482], [-13.851, -1.475, 12.239], [-14.242, 0.197, 12.666], [-15.217, -2.287, 14.038], [-16.185, -1.267, 12.886], [-15.294, -0.434, 15.485], [-18.064, -0.995, 14.506], [-17.664, -0.276, 15.958], [-16.783, -3.086, 15.139], [-18.203, -2.804, 16.157], [-16.546, -3.294, 18.839], [-15.599, -4.180, 17.754], [-17.423, -4.162, 17.570], [-10.733, 7.266, 16.909], [-11.481, 6.064, 16.802], [-11.278, 5.421, 15.551], [-12.166, 4.185, 15.420], [-11.915, 3.259, 16.557], [-12.842, 2.134, 16.542], [-12.639, 1.259, 17.812], [-12.702, 2.182, 18.884], [-12.608, 1.614, 20.164], [-10.722, 7.667, 17.923], [-11.131, 8.107, 16.331], [-9.692, 7.120, 16.610], [-10.233, 5.124, 15.473], [-11.564, 6.085, 14.731], [-11.919, 3.654, 14.501], [-13.217, 4.488, 15.447], [-12.071, 3.802, 17.401], [-12.657, 1.460, 15.704], [-13.873, 2.504, 16.525], [-11.703, 0.722, 17.642], [-13.485, 0.570, 17.883], [-13.153, 2.256, 20.858], [-11.599, 1.402, 20.523], [-13.187, 0.680, 20.147], [-7.393, -3.336, 13.143], [-7.012, -2.506, 14.204], [-8.060, -2.189, 15.127], [-7.419, -1.773, 16.441], [-8.451, -1.568, 17.452], [-7.954, -1.331, 18.803], [-9.223, -1.247, 19.700], [-9.932, -2.470, 19.755], [-10.887, -2.600, 20.805], [-7.623, -4.357, 13.451], [-6.608, -3.323, 12.386], [-8.226, -2.919, 12.560], [-8.640, -3.095, 15.330], [-8.597, -1.387, 14.615], [-6.987, -0.778, 16.295], [-6.576, -2.441, 16.639], [-9.174, -2.274, 17.486], [-7.391, -0.400, 18.868], [-7.336, -2.138, 19.214], [-9.827, -0.412, 19.320], [-8.976, -0.883, 20.703], [-11.625, -1.790, 20.785], [-10.399, -2.344, 21.751], [-11.460, -3.517, 20.738], [-8.998, 10.466, 13.818], [-9.778, 9.531, 13.073], [-10.498, 8.539, 13.770], [-11.549, 7.842, 12.932], [-12.709, 8.700, 12.705], [-13.536, 8.109, 11.623], [-14.831, 8.874, 11.436], [-14.817, 10.305, 11.297], [-13.716, 10.847, 10.644], [-9.617, 11.196, 14.342], [-8.607, 11.102, 13.018], [-8.111, 10.026, 14.270], [-10.901, 8.930, 14.714], [-9.666, 7.889, 14.080], [-11.825, 6.907, 13.424], [-11.002, 7.534, 12.032], [-12.280, 9.476, 12.208], [-13.812, 7.068, 11.798], [-12.992, 8.131, 10.673], [-15.502, 8.584, 12.245], [-15.384, 8.549, 10.548], [-13.907, 11.805, 10.158], [-13.331, 10.149, 9.894], [-12.899, 11.076, 11.342], [-6.720, 9.457, 14.591], [-7.456, 10.337, 15.413], [-7.592, 9.842, 16.728], [-8.131, 10.922, 17.625], [-7.316, 12.146, 17.606], [-5.970, 11.990, 18.092], [-5.190, 13.332, 18.130], [-5.213, 13.978, 16.863], [-4.470, 15.173, 16.899], [-6.339, 10.010, 13.735], [-7.503, 8.717, 14.378], [-5.912, 8.952, 15.129], [-6.636, 9.460, 17.108], [-8.281, 8.986, 16.728], [-8.247, 10.455, 18.605], [-9.093, 11.149, 17.169], [-7.317, 12.367, 16.616], [-5.285, 11.302, 17.574], [-6.060, 11.501, 19.067], [-4.137, 13.100, 18.320], [-5.546, 13.902, 18.992], [-4.858, 15.846, 17.669], [-4.556, 15.713, 15.957], [-3.404, 14.987, 17.060], [-16.924, 3.359, 17.112], [-16.974, 4.408, 18.088], [-16.176, 4.144, 19.225], [-16.362, 5.320, 20.217], [-17.758, 5.522, 20.635], [-18.236, 4.381, 21.430], [-19.654, 4.669, 21.872], [-20.542, 4.685, 20.793], [-21.911, 4.793, 21.019], [-17.047, 3.776, 16.116], [-17.676, 2.580, 17.268], [-15.992, 2.793, 17.180], [-15.094, 4.105, 19.052], [-16.516, 3.194, 19.644], [-16.060, 6.188, 19.622], [-15.620, 5.252, 21.012], [-18.266, 5.539, 19.756], [-17.573, 4.310, 22.291], [-18.224, 3.415, 20.917], [-19.780, 5.629, 22.388], [-19.948, 3.905, 22.606], [-22.352, 3.903, 21.477], [-22.466, 4.963, 20.096], [-22.179, 5.683, 21.602], [-12.015, 10.868, 16.727], [-11.248, 10.480, 17.864], [-11.988, 10.172, 19.024], [-11.030, 9.868, 20.179], [-11.811, 9.728, 21.411], [-11.099, 9.522, 22.658], [-12.152, 9.570, 23.776], [-12.667, 10.870, 23.992], [-13.046, 11.189, 25.297], [-12.457, 9.971, 16.283], [-11.438, 11.353, 15.943], [-12.840, 11.530, 17.001], [-12.657, 9.335, 18.798], [-12.625, 11.038, 19.247], [-10.288, 10.629, 20.438], [-10.704, 8.860, 19.914], [-12.439, 10.521, 21.474], [-10.320, 10.281, 22.802], [-10.680, 8.516, 22.582], [-11.654, 9.145, 24.654], [-12.988, 8.899, 23.565], [-14.118, 10.992, 25.401], [-12.902, 12.246, 25.530], [-12.461, 10.616, 26.022]], "mulliken_charge": [0.358, -0.760, 0.308, -0.131, 0.141, -0.192, 0.136, -0.004, 0.628, -0.902, 0.258, 0.783, -0.187, -0.193, -0.178, -0.236, 0.509, -0.792, -0.213, -0.314, 0.171, -0.013, 0.092, 0.179, 0.146, -0.271, -0.379, 0.140, 0.267, 0.155, -0.613, 0.252, 0.544, -0.674, -0.413, 0.112, 0.156, 0.244, 0.255, -0.135, 0.505, -0.743, 0.921, -0.266, -0.077, -0.028, 0.229, 0.082, 0.424, -0.509, -0.023, -0.414, -0.066, 0.218, 0.219, 0.154, 0.138, -0.423, 0.248, -0.344, 0.224, -0.741, 0.243, 0.140, -1.398, 1.018, -0.687, 0.000, 0.393, 0.375, -0.384, -0.031, 0.409, 1.759, -0.813, -0.459, -0.318, -0.666, -0.527, 0.290, 0.332, 0.323, -1.315, 0.004, -0.236, 0.430, 0.187, 0.235, 0.312, 0.441, 0.436, -0.839, 1.497, -0.724, 0.347, -0.147, 0.364, -0.464, -0.194, 0.435, -0.413, -0.551, 2.144, -1.344, 0.786, 0.058, -1.351, -0.300, -1.065, 0.489, 0.325, -0.070, -1.320, -0.371, -0.382, 0.955, 0.365, -0.213, 0.491, 0.148, 0.639, 0.294, 0.415, 0.297, -0.194, -0.244, -0.903, -0.367, 0.098, -1.075, -0.538, -0.091, -0.784, 0.032, -0.048, 0.301, 0.441, 0.330, 0.195, 0.449, -0.169, 0.499, 0.122, 0.291, 0.684, 0.163, 0.149, 0.489, 1.964, 1.326, -0.402, -1.104, 1.591, -1.340, 2.064, 0.439, -0.144, 0.185, -1.150, -0.751, 0.594, -1.764, 0.228, 0.344, -0.859, -0.053, -0.309, -0.510, -0.481, -0.137, -0.064, -0.137, -0.728, -0.408, -0.160, -0.825, 0.108, -1.062, 0.310, -0.589, -0.669, 0.303, 0.310, 0.221, 0.393, 0.128, 0.299, 0.436, -0.016, 0.381, 0.516, -0.512, 0.687, 0.077, 0.538, 0.332, -0.436, -0.638, 1.463, -0.610, -0.514, -1.158, -0.438, -0.414, -0.611, 0.145, 0.398, 0.024, -0.092, -0.413, 0.659, 0.240, 0.559, 0.442, 0.516, 0.308, 0.401, 0.345, 0.283, 0.154, -0.924, -0.298, 0.758, -0.416, -0.156, -0.383, -0.719, -0.240, -0.789, 0.446, -0.010, 0.334, 0.591, -0.618, -0.176, 0.072, 0.364, 0.180, 0.325, 0.400, 0.375, 0.320, 0.243, 0.307, -0.300, -0.401, 1.244, -0.922, -0.222, 0.580, -1.160, -0.250, -0.836, 0.416, 0.353, -0.402, -0.456, 0.338, -0.022, 0.216, 0.420, -0.127, 0.120, 0.442, 0.391, 0.310, 0.258, 0.310, -0.200, -0.354, -0.901, 1.056, -0.577, -0.365, -0.461, -0.358, -0.674, -0.292, 0.100, 0.430, -0.115, 0.734, 0.955, -1.332, 0.570, 0.446, -0.070, 0.423, 0.124, 0.263, 0.246, 0.270], "gap_ev": 8.406, "total_charge": 0, "max_force_ev_per_a": 6.9, "molar_mass_g_mol": 1730.25, "multiplicity": 1}